6
Properties=species:S:1:pos:R:3:forces:R:3 method="wB97M-V/def2-TZVPD" gap_ev="8.09 / 8.09" total_charge=0 total_energy_ev=-5987.3927
H -2.44456 -0.36353 -0.39268 1.50 0.37 -0.31
N -1.80963 0.37341 0.03064 0.95 0.03 0.18
N -0.56596 0.24340 -0.08325 -0.56 -1.37 0.78
N 0.54506 -0.21553 0.26284 0.87 1.10 0.12
N 1.70015 0.15998 -0.12520 -0.88 0.44 -1.29
H 2.57493 -0.19773 0.30765 -1.88 -0.57 0.53